Entry 1:
Density functional theory data (ωB97M-V/def2-TZVPD) for the ion C4H8NO2S with charge -1.

Geometry as XYZ:
```
16
Properties=species:S:1:pos:R:3:mulliken_charge:R:1
C -0.9078 -0.5380 -1.4194 -0.6570
C 1.1543 1.7803 1.4935 0.4495
O 2.3864 1.5025 1.4467 -0.7189
H -2.8118 -1.6039 -0.7042 0.0928
C 0.4511 -0.3942 0.6830 -0.5143
S -1.9412 -2.0008 -1.5817 -0.2391
N 0.0298 0.9237 1.0093 -0.1614
C 0.4807 -0.6429 -0.8040 -0.6102
H 1.5433 -0.4829 1.0920 0.3009
H 1.0586 0.2396 -1.2628 0.2040
H -0.6194 -0.3070 -2.4898 0.2496
H -0.8581 1.0895 1.3846 0.2331
O 0.5918 2.7448 1.9876 -0.7624
H -0.2059 -1.2114 1.2478 0.2214
H -1.3769 0.3840 -0.9870 0.3878
H 1.0252 -1.4831 -1.0956 0.5244
```

Values from the calculation:
Orbital gap   6.935 eV
E_LUMO   2.899 eV
Structure (SMILES)   O=C([O-])NCCCS
Electronic energy   -760.67232 a.u.
Energy above the lowest of the compared OMol25 structures with the same formula, charge and spin   25.4 kcal per mole
Net charge   -1

***

Entry 2:
Density functional theory data (ωB97M-V/def2-TZVPD) for the molecule C4H6N2O.

Geometry as XYZ:
```
13
Properties=species:S:1:pos:R:3:mulliken_charge:R:1
H -2.4257 -1.4187 0.2355 0.2359
O 0.5775 1.0728 0.1236 -0.3427
C 1.5889 -0.9226 -0.7260 -0.3671
C 1.8684 0.5691 -0.2801 -0.2816
H 2.3380 0.8878 0.7378 0.1788
H -0.4063 -1.8620 -0.7682 0.1542
H 2.2687 1.3075 -1.0228 0.2217
H 2.3186 -1.5238 -1.0643 0.4934
C -1.5158 0.3862 0.7451 0.0658
N -0.4080 0.1935 -0.0586 0.1915
C 0.2909 -1.0259 -0.4508 -0.3244
H -1.4789 1.3765 1.0318 0.4420
N -2.5391 -0.3923 0.6488 -0.6674
```

Values from the calculation:
Orbital gap   8.714 eV
E_LUMO   0.888 eV
Structure (SMILES)   [H]/N=C\N1C=CCO1
Electronic energy   -340.59894 a.u.
Energy above the lowest of the compared OMol25 structures with the same formula, charge and spin   123.0 kcal per mole
Net charge   0

***

Entry 3:
Density functional theory data (ωB97M-V/def2-TZVPD) for the molecule C3H6FNO.

Geometry as XYZ:
```
12
Properties=species:S:1:pos:R:3:mulliken_charge:R:1
H 0.5267 2.4144 -0.8353 0.1983
C 0.5627 1.6199 -1.6229 -0.0596
H 0.2694 -1.5357 1.0831 0.3507
C 0.1269 0.3302 -1.0712 0.5337
F -0.4302 2.0908 -2.4427 -0.2812
H -0.9653 -1.3173 -1.3139 0.2661
H -0.2122 -0.2215 2.2209 0.1943
C -0.2543 -0.6482 1.1294 -0.7195
O 0.1914 0.4418 0.3248 -0.3006
N -0.3062 -0.6405 -1.7157 -0.6208
H 1.3404 1.3855 -2.3558 0.1829
H -1.2783 -0.9504 0.7046 0.2556
```

Values from the calculation:
Orbital gap   10.860 eV
E_LUMO   0.839 eV
Structure (SMILES)   [H]/N=C(/CF)OC
Electronic energy   -347.70332 a.u.
Energy above the lowest of the compared OMol25 structures with the same formula, charge and spin   53.2 kcal per mole
Net charge   0

***

Entry 4:
Density functional theory data (ωB97M-V/def2-TZVPD) for a structure of composition C29H46BeBrN3P2.

Geometry as XYZ:
```
82
Properties=species:S:1:pos:R:3:mulliken_charge:R:1
C -3.6813 -0.2231 -0.4472 0.3189
C 4.4254 0.5433 1.3513 -0.8538
C -3.6159 -4.2740 -1.3100 -1.5774
H -3.4048 -5.3080 -1.6030 0.4135
H 2.8047 1.7232 3.1955 0.4836
Be -0.3461 1.9664 -0.3324 -0.2816
H -2.0198 7.0084 -7.2800 0.3851
H -5.3647 -0.0869 -1.7776 0.4385
H -2.4550 2.2793 3.2554 0.2684
H 4.7505 -0.1645 0.5812 0.3270
H -0.9870 -5.0370 2.1958 0.3935
N 0.8986 1.2211 0.5606 0.7289
C 2.2803 1.4439 2.3069 -0.7153
C 1.0159 5.7172 -5.4122 -0.4256
H -3.4098 1.0390 4.1158 0.4105
H 5.0148 1.4628 1.2099 0.3594
N 0.0096 7.0887 -7.1635 -0.5412
H -3.8486 0.4752 -2.4847 0.0629
C -2.6115 2.4252 0.0662 -1.3346
H 4.7023 0.1429 2.3355 0.3272
C -4.4330 0.4613 -1.5658 -1.2918
C -0.8608 1.8585 -3.4035 0.5222
H -1.9369 -1.4075 -3.4902 0.6161
H -0.5039 -3.5983 3.0874 0.3491
H 1.1295 -5.8465 -3.0952 0.3617
H -2.6466 2.5683 -1.0291 0.4485
H -2.0228 -3.0139 -2.1680 -0.1092
H -4.6890 1.4997 -1.3258 0.3172
C 2.0967 0.6503 0.2503 0.0170
H -3.2591 -1.1565 -0.8446 -0.7455
H 0.2135 -6.7143 -1.8417 0.3924
C 0.2107 -5.8439 -2.4952 -1.5194
H -2.3335 3.4531 -3.7518 0.4630
C -2.3509 -3.4406 -1.2070 1.7711
H -3.6239 -0.3448 2.1412 0.5400
H 1.1566 -4.3982 -1.1988 0.7283
H -1.7587 4.3792 0.3272 0.5140
H 2.0235 6.9858 -6.8514 0.3835
C -1.1636 6.6219 -6.7505 -0.3379
H 1.9895 0.1766 -2.6546 1.1456
H 0.7121 -4.5314 2.2060 0.3442
H -2.7667 0.8972 -3.6876 0.8449
H 0.3997 -2.8052 0.5623 0.1010
C -1.3649 5.6857 -5.7214 -0.4013
H 1.0407 2.3695 -2.5085 0.8033
C 0.9918 1.5828 1.9183 -0.2445
N 2.9797 0.8262 1.2647 0.1376
H -3.6050 2.6148 0.4876 0.8271
C -0.3751 4.2600 -3.8383 -0.5480
C -0.2531 5.2169 -4.9751 0.3600
H 0.1429 1.8879 2.5361 0.3516
Br 1.0657 -2.2335 -2.3812 0.0960
C -1.2040 -0.6036 -3.4608 -0.2920
H 0.3663 4.4201 -3.0528 0.4934
H -4.1066 -4.2998 -0.3309 0.4024
P -2.2730 0.6389 0.3718 1.1477
H -4.4238 -0.5276 0.3081 0.5519
C 1.0705 6.6154 -6.4958 -0.3399
H -1.3029 -2.5387 1.0973 -0.3652
H -0.1199 -3.8175 -2.4122 -0.2378
C -2.8083 0.3955 2.1538 -0.7096
H -4.3204 -3.8580 -2.0343 0.3718
C -0.3211 -4.1607 2.1684 -1.3164
H -1.5418 3.3541 1.7567 0.3614
H 2.3366 0.0906 -0.6518 0.1507
H -0.4407 3.1677 0.3239 0.3592
C -3.2235 1.5062 3.1312 -1.3342
C -1.2635 3.2379 -3.6194 -0.3289
C -0.5237 -3.3023 0.9119 0.6483
H -0.6415 -5.8646 -3.1823 0.3237
C -1.6952 0.7313 -3.5130 -0.4297
C 0.4123 1.5795 -2.8745 -0.8820
H -4.1554 1.9879 2.8014 0.3238
C 0.1810 -4.6030 -1.6608 -0.1503
H -1.9721 -0.1678 2.5987 0.3925
H -2.4731 -2.6072 -0.5051 -1.2389
C 0.9836 0.3104 -2.9897 -1.7265
C -1.5366 3.3461 0.6509 -0.8793
H 1.9554 5.4303 -4.9288 0.3416
C 0.1959 -0.8133 -3.3034 -0.0474
P -1.0757 -4.4495 -0.3847 -0.3452
H -2.3760 5.3646 -5.4728 0.3295
```

Values from the calculation:
Orbital gap   4.754 eV
E_LUMO   -7.117 eV
Electronic energy   -4567.58712 a.u.
Energy above the lowest of the compared OMol25 structures with the same formula, charge and spin   136.8 kcal per mole
Net charge   +2